Computed, not measured: a structure of composition C37H60F3NO25V2 in a non-equilibrium geometry, with ωB97M-V/def2-TZVPD.

Values from the calculation:
E_LUMO	-2.502	eV
energy relative to the best compared isomer or geometry (same formula, charge and spin)	219.26	kcal per mole
HOMO-LUMO gap	6.2	eV

```
128
C37H60F3NO25V2 | the OMol25 dataset | ωB97M-V/def2-TZVPD
V 1.41145 -2.83901 -3.66555
V 0.39555 1.23075 -1.99424
F 2.22672 -0.79867 -8.28856
F 2.10091 -2.73271 -7.69262
F 0.40626 -1.84703 -8.35649
O -6.31554 1.00281 -5.23512
O 6.55137 -1.91210 -1.00161
O -4.06486 3.26938 5.50297
O -5.21934 -0.87279 -6.14211
O 1.36193 -6.65676 -0.85934
O 0.63987 -1.17065 -2.07633
O 1.82305 -6.27673 1.36578
O -2.14686 7.03689 -0.46258
O 0.16957 -2.29263 -5.55675
O -2.14452 6.86887 1.89713
O -1.78697 5.19392 0.67510
O -0.26266 -5.78265 0.65828
O -2.92238 2.89032 7.36480
O 4.72889 2.45840 2.73269
O 2.82734 -2.86444 -2.96156
O 5.19775 -3.66292 -1.12397
O 0.68839 -4.13890 -3.06074
O 3.79109 2.51357 4.63382
O -2.60970 4.90582 6.20084
O 0.00157 2.24626 -0.86640
O 1.86956 -0.95476 -5.08555
O 5.02822 -1.89073 0.49762
O 4.45022 0.54783 3.88076
O -4.13775 0.79563 -5.11510
O -0.44594 1.46555 -3.27186
N 0.13683 -0.98006 -0.71417
C -1.26459 -0.73192 1.80888
C -1.18720 -2.30899 -5.87147
C 2.37997 -0.37683 0.54929
C -5.24745 0.28211 -5.57565
C -1.73551 -3.46600 -5.17002
C -1.99733 5.81395 2.79665
C 4.84516 3.78223 3.11642
C 1.17985 -5.73666 2.53868
C 1.31433 -2.64221 0.70014
C 6.84557 -0.77225 -0.20060
C 1.01437 -6.33434 0.31043
C -1.69789 -2.82977 -0.64754
C -2.17426 -0.72906 -1.85319
C -5.82993 2.04267 -4.44955
C 5.68212 -0.65985 0.72886
C -1.38167 -1.21617 -0.62758
C 5.54224 -2.61851 -0.54815
C 1.41861 -1.65612 -7.61074
C 4.34948 1.72912 3.85303
C -4.33782 1.86625 -4.19114
C 0.26872 -0.34336 1.61503
C -3.30710 1.61865 6.95297
C -1.25431 -6.73461 2.58691
C 7.02788 0.34859 -1.21238
C 1.01697 -1.14950 0.48385
C 0.98751 -1.25865 -6.10789
C -2.05642 -0.47675 0.55443
C -0.70737 3.81513 2.19337
C 4.45811 4.75278 1.98967
C -2.07930 6.43635 0.62652
C -0.27150 -5.60797 2.06336
C 3.81041 3.81583 4.29189
C -3.41569 3.03657 -4.71588
C -1.98772 4.63478 1.89210
C -3.11605 3.83012 6.37200
C -4.44201 2.02506 5.94399
C -4.59764 0.92254 4.83759
H -3.22472 -1.01562 -1.90336
H 2.78117 4.08906 4.05928
H -4.05769 3.88506 -4.95248
H -2.83406 3.95799 2.00939
H -3.65844 0.98178 7.76479
H -3.03168 -0.96232 0.51999
H -5.03950 -0.04133 5.09020
H -1.40570 -3.44549 -4.13131
H -0.74516 3.28183 3.14323
H -2.82490 -3.43288 -5.15523
H 0.30365 0.74341 1.69128
H 4.70137 5.81413 2.03913
H -2.14891 -6.82024 1.97012
H -1.55496 -2.30469 -6.89754
H -5.14893 1.32023 3.98551
H -5.40399 2.12818 6.44603
H -3.58396 0.66721 4.52878
H 7.77368 -0.94419 0.34448
H 1.49233 -6.39678 3.34781
H -2.63178 2.99375 -5.47203
H 6.17650 0.73346 -1.77373
H -0.74914 -7.68414 2.41000
H 5.85536 3.92537 3.49996
H 4.27869 4.42853 5.06221
H -4.11710 1.49834 -3.18913
H -2.06774 0.33491 -2.06472
H 5.02622 0.20649 0.64301
H -2.70840 5.91819 3.61618
H -1.66804 -1.54444 -5.26125
H 1.45753 -4.70508 2.75515
H -1.43989 -4.43956 -5.56103
H -2.53902 -3.14696 -1.26397
H 6.11827 -0.77103 1.72159
H -1.05648 5.93370 3.33383
H -1.80864 -0.05797 2.47062
H -2.96730 3.50704 -3.84084
H 2.27901 -2.91282 1.12942
H 7.55999 1.13906 -0.68312
H -0.86472 -3.34513 -1.12538
H 0.35710 -0.37832 -6.23320
H -6.26528 2.13202 -3.45426
H -6.01663 3.04589 -4.83268
H 0.68662 -2.89058 1.55594
H -2.17334 0.59754 0.41184
H 3.10979 -0.82744 -0.12333
H -2.13032 -3.29658 0.23744
H 0.62286 -0.56146 2.62256
H -1.82574 -1.23183 -2.75533
H -1.54821 -1.74895 2.07966
H -2.41566 1.19035 6.49474
H 2.82414 -0.29274 1.54114
H 3.37467 4.83986 1.90788
H -0.66105 3.02384 1.44517
H 7.64910 0.09327 -2.07086
H 2.12933 0.63297 0.22436
H -0.67312 -4.62216 2.29785
H 1.08715 -3.25535 -0.17196
H -1.47329 -6.56126 3.64052
H 4.79753 4.39955 1.01596
H 0.21882 4.33866 1.95627
```

Löwdin atomic charge list, values in e, 5 entries:
1. V 1.029
2. V 1.063
3. F 0.123
4. F 0.194
5. F 0.205